Entry from the Open Molecules 2025 dataset: C31H28IrN2O3P2Se as an isolated structure at a distorted geometry (ωB97M-V with the def2-TZVPD basis set).

```
68
Properties=species:S:1:pos:R:3:mulliken_spin:R:1
Ir 1.51060 1.07628 -0.88676 1.9523
C -2.53647 -0.44284 -1.08672 0.0057
N -1.14439 -0.07220 -0.77113 -0.0528
P 0.13908 -0.58434 -1.70434 0.5799
C 0.46014 -2.34428 -1.38736 0.0131
C 1.60157 -2.95445 -1.90637 0.0228
C 2.06211 -4.18395 -1.51272 0.0047
C 1.28018 -4.94042 -0.72415 0.0139
C 0.20236 -4.30369 -0.06346 -0.0020
C -0.16407 -3.02888 -0.37301 0.0138
C -0.51983 -0.38426 -3.34101 -0.1576
C -1.01543 -1.42594 -4.06857 0.0059
C -1.76601 -1.11225 -5.18706 -0.0040
C -1.97580 0.25113 -5.62654 0.0065
C -1.46159 1.28593 -4.85575 0.0074
C -0.70194 0.91825 -3.74770 0.0954
P -0.57403 1.11275 0.31419 0.1477
C -1.84410 2.34749 0.12457 -0.0257
C -3.00964 2.25418 0.92658 0.0021
C -4.01717 3.11970 0.69703 0.0010
C -3.95616 4.00764 -0.36962 0.0022
C -2.77808 4.19763 -1.05784 0.0033
C -1.73829 3.32573 -0.82709 0.0118
C -0.55029 0.55777 2.06129 0.0184
C 0.10480 1.39415 2.99829 0.0307
C 0.15656 1.06407 4.29860 -0.0024
C -0.32276 -0.19140 4.67935 0.0130
C -0.94158 -1.06885 3.79637 -0.0049
C -1.07595 -0.67411 2.44241 0.0073
H -3.05321 -0.71118 -0.15331 -0.0005
H -2.50646 -1.31464 -1.66414 -0.0024
H -2.99036 0.34087 -1.67659 0.0041
H 2.16093 -2.28542 -2.56390 -0.0066
H 2.98506 -4.50112 -1.83382 -0.0001
H 1.51668 -5.96376 -0.41104 0.0007
H -0.39860 -4.91475 0.60007 -0.0006
H -1.04903 -2.66304 0.14000 0.0030
H -0.76875 -2.40514 -3.70013 0.0035
H -2.21336 -1.86754 -5.84923 0.0003
H -2.61234 0.40065 -6.44487 0.0013
H -1.53136 2.30589 -5.05607 0.0010
H -0.33444 1.76368 -3.07938 -0.0614
H -3.12889 1.46534 1.75315 0.0020
H -4.92170 3.08544 1.31776 0.0005
H -4.82179 4.60992 -0.62429 0.0002
H -2.61704 4.93601 -1.88244 -0.0001
H -0.77625 3.60364 -1.27572 -0.0057
H 0.43495 2.35107 2.64264 0.0034
H 0.67038 1.69196 4.96702 -0.0001
H -0.31577 -0.50677 5.70471 0.0010
H -1.23698 -2.05047 4.08677 -0.0004
H -1.68618 -1.32334 1.75001 0.0035
Se 3.57000 1.12606 0.84502 0.9719
C 3.70222 0.04275 2.32552 0.0091
C 3.05837 -1.18745 2.28638 0.0736
C 3.21515 -2.09198 3.34449 -0.0438
C 4.04639 -1.76952 4.44315 0.1146
C 4.60711 -0.51696 4.46302 -0.0499
C 4.50744 0.42069 3.39966 0.0833
H 2.37191 -1.40068 1.46844 0.0005
H 2.70432 -3.05059 3.34730 -0.0018
H 4.35252 -2.53052 5.11502 0.0045
H 5.30933 -0.34180 5.26480 0.0000
H 4.91981 1.43914 3.55148 -0.0022
O 2.45925 2.61624 -1.91438 0.1486
N 1.82240 3.66877 -2.38264 0.0013
O 2.55487 4.58982 -2.72319 0.0347
O 0.56957 3.73790 -2.42273 -0.0006
```

Output
* ΔE to the lowest compared entry with this formula, charge and spin: 0.000 eV
* multiplicity: 5
* highest occupied orbital energy (alpha / beta): -10.10 / -11.98 eV
* charge: +1
* energy: -4721.35690 a.u.
* Kohn-Sham gap (alpha / beta): 0.2840 / 0.2349 Eh